(1)
24
Properties=species:S:1:pos:R:3:forces:R:3:lowdin_charge:R:1 method="wB97M-V/def2-TZVPD" charge=0 orbital_gap_ev=9.71 homo_energy_ev=-8.96 smiles="C/C([SiH3])=C(/C)[SiH](C)C"
C -1.50373 -0.41604 0.49900 2.125 1.483 -1.332 -0.48
C -0.42678 0.28870 -0.00629 -0.995 0.221 -0.151 -0.33
C -1.38464 -1.60667 1.36328 -2.524 -0.826 -0.866 -0.15
C -0.75430 1.53639 -0.85962 -0.740 -2.396 -1.232 -0.16
C 2.47643 0.07866 -1.68454 -0.548 -1.075 2.793 -0.18
C 2.63968 0.17152 1.35399 0.235 0.198 -2.475 -0.20
Si -3.22660 0.23185 0.22512 -0.426 -0.212 1.392 0.65
Si 1.43355 -0.28010 -0.10446 -0.036 1.408 0.491 0.68
H -1.77833 -2.58398 0.97561 0.283 0.932 -0.177 0.10
H -2.06485 -1.37128 2.16104 -0.037 -0.290 1.088 0.06
H -0.42788 -1.75998 1.68985 2.419 -0.419 1.083 0.02
H -1.78582 1.87719 -0.78665 0.047 -0.032 0.118 0.00
H -0.61288 1.21819 -1.92903 -0.176 0.386 0.704 0.10
H -0.16288 2.38015 -0.74394 1.489 1.468 0.608 0.04
H 3.24622 0.75827 -1.37519 0.307 0.641 -0.474 0.02
H 2.89987 -0.91135 -1.65112 0.766 -0.530 -0.176 0.00
H 2.07150 0.13652 -2.63901 -0.800 0.798 -1.579 0.00
H 3.61898 -0.31095 1.13709 -0.646 0.154 0.193 0.04
H 2.82241 1.23872 1.41710 -0.039 0.228 0.086 0.02
H 2.24202 -0.17944 2.25441 -0.471 -0.557 1.518 -0.01
H -3.42882 0.58692 -1.11518 -0.254 0.758 -1.533 -0.10
H -3.53772 1.46406 1.16239 0.042 -1.306 -0.764 -0.03
H -4.11436 -0.99309 0.25544 0.057 0.536 0.688 -0.05
H 1.31852 -1.68379 -0.00726 -0.081 -1.568 -0.001 -0.03

***

(2)
28
Properties=species:S:1:pos:R:3:forces:R:3:lowdin_charge:R:1 method="wB97M-V/def2-TZVPD" charge=0 orbital_gap_ev=9.09 homo_energy_ev=-8.43 smiles=Cc1nc([C@@](C)(O)c2ccsc2)c(C)o1
C -2.20721 0.91063 0.97980 -0.694 -0.112 0.921 -0.13
C -3.56146 0.95878 0.78926 1.553 1.186 -1.289 -0.42
C -2.32869 1.94970 -1.05148 -0.345 -0.440 0.802 -0.37
C -1.44472 1.45939 -0.09589 -0.588 0.716 -0.993 -0.22
C 0.46916 -0.08306 -0.20683 -0.210 -1.804 -0.090 -0.11
C 0.14402 -1.11989 -1.07450 1.361 0.500 1.683 -0.19
C 1.19914 -1.96338 0.71102 -0.726 2.481 -0.725 -0.42
C -0.55991 -1.45692 -2.35109 1.365 2.228 -1.209 0.00
C 1.83438 -2.98257 1.57138 -0.877 -0.755 -0.640 0.01
C 0.87590 2.18569 0.87432 0.952 0.206 -1.725 -0.01
C 0.08615 1.43346 -0.24432 0.241 -1.685 0.313 -0.44
N 1.13054 -0.67845 0.89788 -0.120 0.800 0.445 0.16
O 0.65099 -2.27762 -0.45081 -0.762 -0.846 -1.589 0.07
O 0.52102 1.96416 -1.48567 -0.085 0.474 -0.311 -0.01
S -3.99782 1.77938 -0.65056 0.871 -0.607 0.393 0.99
H -1.90242 0.58740 1.98542 0.570 -0.006 -0.801 0.12
H -4.26843 0.85499 1.52343 -1.585 -0.717 1.594 0.03
H -2.27765 2.35657 -2.02723 1.084 0.428 -0.713 0.05
H -0.44310 -0.68925 -3.23904 -0.162 -1.254 2.043 0.12
H -0.10308 -2.36854 -2.69125 -0.198 -0.529 -0.261 0.07
H -1.58467 -1.56172 -2.10990 -1.231 -0.344 -0.205 0.06
H 1.84594 -2.55341 2.56756 0.026 -0.436 0.206 0.08
H 1.30449 -3.98203 1.46454 0.594 1.308 0.452 0.11
H 2.84047 -3.10053 1.20490 0.555 -0.254 0.104 0.08
H 0.97021 3.22974 0.48547 -0.623 -0.524 0.837 0.09
H 1.95931 1.84587 0.84622 -1.468 -0.012 0.378 0.10
H 0.40210 2.05874 1.85361 0.365 0.232 -0.266 0.08
H -0.13431 1.89690 -2.19971 0.138 -0.236 0.646 0.09

***

(3)
9
Properties=species:S:1:pos:R:3:forces:R:3:lowdin_charge:R:1 method="wB97M-V/def2-TZVPD" charge=0 orbital_gap_ev=10.66 homo_energy_ev=-10.45 smiles="O=CO.C=O"
C 2.02935 -0.17749 0.13197 1.562 -1.319 0.033 -0.10
C -1.98459 -0.03681 -0.05172 -2.344 0.308 1.767 -0.46
O -1.29326 1.05359 -0.22291 -0.441 1.510 0.379 0.09
O 1.51128 0.83490 -0.22750 -0.527 0.193 -0.002 0.02
O -1.69801 -1.13377 -0.36712 1.222 -2.142 -0.939 0.07
H 1.65036 -1.16502 0.36177 -2.000 -0.168 0.039 0.08
H -2.95897 0.07879 0.53683 0.992 0.763 -0.816 0.15
H -0.35562 0.91274 -0.39971 0.641 -0.398 -0.334 0.06
H 3.09946 -0.36693 0.23837 0.895 1.255 -0.127 0.08

***

(4)
75
Properties=species:S:1:pos:R:3:forces:R:3:lowdin_charge:R:1 method="wB97M-V/def2-TZVPD" charge=0 orbital_gap_ev=10.10 homo_energy_ev=-9.63 smiles=OCCO.OCCO.OCCO.OCCO.OCCO.OCCO.O.O.O.O.O
O -1.09394 4.06879 0.46485 -2.153 0.577 -0.255 -0.02
H -0.96555 4.77805 -0.15401 -0.139 0.548 -0.465 0.06
H -0.23061 3.78092 0.65726 2.230 -0.978 0.617 -0.02
O 2.75216 2.15725 -2.71454 -0.224 -0.127 -0.588 -0.05
H 2.85562 2.75915 -1.96245 0.312 -0.090 0.732 0.01
H 2.94595 2.73771 -3.45443 -0.034 -0.127 -0.359 0.05
O 1.31560 2.73236 1.09149 0.437 1.928 -3.646 0.01
H 1.26276 2.74865 1.99356 -0.331 -0.467 4.127 -0.01
H 1.17423 1.87550 0.71115 0.111 -1.491 -0.193 0.01
O -0.01604 -0.11077 3.11660 0.595 0.507 -0.339 -0.03
H -0.17990 -0.07353 4.05537 -0.153 -0.123 0.349 0.05
H -0.66731 -0.69794 2.72696 -0.681 -0.572 0.074 0.02
O -2.92836 0.01175 -4.10236 -0.242 -0.349 1.336 -0.06
H -2.41182 0.29506 -3.32156 -0.182 -0.177 -0.626 0.02
H -2.50926 0.42763 -4.83913 0.504 0.478 -0.668 0.02
C -1.54705 3.01270 3.59905 -0.979 1.153 0.130 -0.22
C -0.43129 2.93420 4.61810 0.842 -0.422 -0.633 -0.19
O 0.82720 3.25865 3.90548 -0.958 -0.334 0.936 -0.10
O -1.54269 4.41014 3.14300 -0.288 -1.289 0.667 -0.10
H -2.54455 2.69521 3.99558 0.627 0.649 0.187 0.13
H -1.41694 2.33291 2.77493 0.636 -0.200 -0.498 0.09
H -0.32771 1.91723 5.07641 0.073 0.845 -0.589 0.11
H -0.61355 3.63705 5.44409 0.172 -0.027 -0.321 0.12
H 0.67495 4.13685 3.52484 -0.201 -0.045 0.209 0.08
H -1.71089 4.43072 2.18707 0.155 -0.168 0.029 0.04
C 4.80181 1.17618 0.06241 -0.461 -0.408 -1.513 -0.21
C 4.73307 2.71079 0.18064 0.254 -0.123 -2.763 -0.18
O 3.55358 3.29246 -0.44547 -0.518 -0.640 1.071 -0.13
O 5.10145 0.68219 -1.27756 -1.298 1.288 -0.606 -0.11
H 3.86338 0.73011 0.40190 -0.198 0.162 -0.001 0.10
H 5.57979 0.66413 0.60316 0.451 0.535 0.770 0.11
H 5.56331 3.15640 -0.43585 -0.457 -0.445 1.059 0.14
H 4.69221 3.05825 1.17383 0.604 0.194 1.412 0.10
H 2.80264 3.13692 0.19495 0.609 0.239 -0.717 0.06
H 4.44728 1.04785 -1.95299 0.852 -0.509 1.450 0.08
C -4.50824 -1.99539 -1.44997 0.032 -0.911 -0.048 -0.23
C -3.99143 -3.00102 -0.37654 -1.604 1.634 -0.797 -0.24
O -2.63161 -2.96007 -0.13908 1.203 0.327 0.476 -0.09
O -4.17679 -0.63710 -1.16874 -0.607 -0.204 -0.351 -0.08
H -5.60921 -2.12374 -1.64043 0.787 0.036 0.614 0.13
H -4.04609 -2.35264 -2.37240 0.250 0.414 -0.374 0.10
H -4.34192 -3.94056 -0.71966 -0.048 -1.348 -0.588 0.10
H -4.57959 -2.85051 0.52216 0.480 0.322 0.639 0.12
H -2.03296 -3.23459 -0.89323 -0.967 -0.137 0.179 0.06
H -4.76115 -0.11621 -1.74934 0.574 -0.103 0.366 0.09
C 0.52223 -3.26508 -3.72957 -0.625 0.540 1.360 -0.22
C -0.64880 -2.72114 -2.97300 -0.693 -2.184 1.880 -0.11
O -1.16919 -3.89018 -2.14387 -1.230 2.090 -1.572 -0.09
O 1.28020 -4.07580 -2.85316 -0.655 -0.313 -0.048 -0.03
H 1.05317 -2.47867 -4.18655 0.985 0.983 -0.406 0.12
H 0.05373 -3.80763 -4.47059 -0.354 -1.858 -1.893 0.10
H -1.49786 -2.48017 -3.58876 -0.015 0.685 -0.212 0.12
H -0.35753 -2.01454 -2.22819 0.000 1.050 0.077 0.10
H -0.37674 -4.28631 -1.85926 1.672 -1.149 0.765 0.03
H 2.19154 -3.84742 -2.89134 1.052 0.315 -0.044 0.09
C 1.07107 -3.20861 1.46408 -0.497 0.585 -0.859 -0.19
C -0.29525 -3.60075 2.09946 1.366 1.168 0.993 -0.20
O -1.26618 -2.56946 2.23069 0.387 -0.118 -0.549 -0.08
O 1.41333 -1.84404 1.52394 -0.852 1.501 1.049 -0.11
H 1.03608 -3.46381 0.39006 0.261 -0.022 0.353 0.11
H 1.91944 -3.66044 1.94728 -0.009 -1.251 0.138 0.11
H -0.07040 -3.98326 3.08136 -0.159 0.067 0.656 0.11
H -0.63398 -4.42613 1.55485 -0.973 -1.211 -0.987 0.10
H -1.80624 -2.57650 1.40985 -0.001 -0.028 0.079 0.06
H 0.97817 -1.39953 2.30535 0.660 -0.560 -0.802 0.07
C -0.10498 0.23727 -0.26930 0.136 -0.382 1.122 -0.24
C -0.66409 1.25755 -1.19205 0.696 1.400 -1.554 -0.18
O -0.20704 1.12168 -2.60239 -0.953 -0.405 1.415 -0.09
O 1.33126 0.29636 -0.17582 -0.582 -0.427 0.351 -0.09
H -0.53712 -0.73178 -0.51124 0.574 -0.467 -0.425 0.10
H -0.48667 0.38445 0.75255 -0.280 0.462 -0.229 0.11
H -0.41242 2.30701 -0.87898 -0.397 -1.102 -0.184 0.10
H -1.75685 1.12076 -1.18517 0.335 0.233 -0.158 0.12
H 0.75100 1.24325 -2.63318 0.191 0.154 0.205 0.04
H 1.55958 -0.33675 0.55788 -0.105 0.222 -1.015 0.07

***

(5)
24
Properties=species:S:1:pos:R:3:forces:R:3:lowdin_charge:R:1 method="wB97M-V/def2-TZVPD" charge=+1 orbital_gap_ev="8.20 / 3.00" homo_energy_ev="-11.43 / -11.42" s2=0.7530 spin_multiplicity=2
C -3.08801 0.35784 0.09701 0.344 -3.679 2.319 -0.06
C -1.16697 1.85598 0.60553 1.602 0.302 -0.312 -0.05
C -1.85991 0.68069 0.93688 -0.101 2.440 -2.018 -0.31
C 0.09610 2.18669 1.22545 -1.054 1.125 -3.041 -0.12
C 0.64235 1.35114 2.12739 -1.031 -3.571 1.995 -0.10
C -1.32614 -0.19481 1.87749 1.313 2.315 0.353 -0.07
C -0.12895 0.15887 2.51137 -0.193 1.198 -1.321 -0.05
H -1.36900 2.49400 -0.31848 -0.461 -0.985 1.571 0.13
H 0.60778 3.03724 0.68483 -0.274 -0.875 1.333 0.12
H -4.03232 0.40232 0.72718 1.140 -1.045 -0.304 0.10
H -2.74771 -0.73242 -0.27925 -1.892 2.211 0.440 0.12
H 1.60261 1.33650 2.62362 0.166 0.936 -0.237 0.09
H -1.90844 -1.01562 2.14755 -0.558 -1.512 0.550 0.09
H 0.22280 -0.49134 3.28463 0.432 -0.173 0.312 0.09
H -3.42739 0.98966 -0.65723 0.630 1.251 -1.733 0.04
C 3.26346 -1.10446 -1.34043 -1.625 -2.041 2.003 -0.27
C 0.71087 -1.68777 -2.62990 -0.661 -0.058 0.376 -0.33
S 2.37979 -2.23822 -2.46538 0.845 0.266 0.169 1.12
H 4.00136 -1.75456 -0.77663 -1.055 0.757 -0.493 0.10
H 3.78320 -0.37742 -1.83034 1.733 1.705 -2.140 0.02
H 2.58724 -0.47462 -0.71876 0.088 -1.047 -0.017 0.08
H 0.40221 -1.59269 -1.56485 -0.267 0.216 -0.584 0.07
H 0.09388 -2.49573 -3.13058 0.917 1.048 0.412 0.09
H 0.66119 -0.69124 -3.13709 -0.037 -0.785 0.367 0.10

***

(6)
21
Properties=species:S:1:pos:R:3:forces:R:3:lowdin_charge:R:1 method="wB97M-V/def2-TZVPD" charge=0 orbital_gap_ev=8.44 homo_energy_ev=-7.61
C 1.90196 1.43124 0.11043 -1.101 -0.367 0.478 -0.27
C 0.86344 0.46200 0.65280 2.274 -0.557 -1.762 -0.10
C -0.34402 -1.54829 -0.25811 1.039 1.412 -1.452 -0.03
C -0.77932 0.81441 -1.15291 -2.262 -0.610 0.039 -0.07
C -1.45777 0.05537 1.25027 2.925 1.741 0.175 -0.05
C -0.41522 -0.01454 0.03598 -0.570 -0.528 1.988 -0.60
N 2.31600 0.15663 -0.45073 -3.720 1.469 1.119 -0.50
S 3.71581 -0.52653 0.02683 1.488 -1.071 0.691 0.69
H 1.56593 2.08859 -0.69528 0.096 0.217 0.376 0.10
H 2.45839 1.95281 0.91774 0.091 -0.437 -0.708 0.11
H 0.85482 0.07180 1.66369 1.359 0.187 0.142 0.12
H 0.75206 -1.82487 -0.01388 -2.140 -0.424 -0.921 0.10
H -0.75702 -1.63156 -1.30991 1.437 -0.460 0.728 0.10
H -1.12102 -2.03068 0.28464 -0.044 -0.832 0.949 0.05
H -1.84858 0.65132 -1.49504 1.067 0.104 0.489 0.11
H -0.67934 1.83759 -0.86000 0.102 0.859 -0.373 0.07
H -0.16250 0.50691 -1.96429 0.717 0.266 -0.761 0.08
H -2.32322 -0.27013 0.83443 -2.979 -0.905 -0.890 0.03
H -1.58290 1.06944 1.67720 0.031 -0.391 -0.304 0.09
H -1.15687 -0.62108 2.06022 0.020 0.133 -0.261 0.09
H 3.58702 -1.60319 -0.78283 0.170 0.196 0.259 -0.14